# 1
This record from OMol25 describes a 11-piece molecular cluster, C25H71IN5O11 overall. The level of theory is ωB97M-V/def2-TZVPD.

Structure (XYZ):
```
113
Properties=species:S:1:pos:R:3
C -0.471 -0.063 -5.051
C -0.851 1.341 -4.586
O -1.740 1.376 -3.496
C 0.402 2.153 -4.216
N 0.427 2.593 -2.837
C 0.421 1.755 -1.813
N 0.549 2.091 -0.532
C 0.520 0.981 0.146
I 0.755 0.933 2.171
N 0.345 -0.086 -0.635
N 0.225 -1.439 -0.287
N 0.282 0.413 -1.923
H -0.325 -0.017 -6.111
H -1.204 -0.801 -4.833
H 0.484 -0.365 -4.651
H -1.315 1.830 -5.420
H -2.635 1.459 -3.808
H 0.473 3.026 -4.826
H 1.289 1.578 -4.412
H 0.458 3.566 -2.619
H -0.759 -1.624 -0.117
H 0.478 -1.995 -1.093
H 0.147 -0.152 -2.747
C -1.556 -1.693 6.029
C -2.536 -0.929 5.159
O -2.058 0.384 4.855
H -1.373 -1.149 6.955
H -1.938 -2.684 6.274
H -0.596 -1.811 5.519
H -3.485 -0.804 5.677
H -2.727 -1.475 4.228
H -1.224 0.298 4.387
C 4.803 0.255 -3.007
C 3.649 -0.721 -3.143
O 2.782 -0.372 -4.225
H 4.429 1.268 -2.857
H 5.446 -0.008 -2.166
H 5.410 0.256 -3.913
H 3.035 -0.708 -2.239
H 4.023 -1.738 -3.286
H 3.307 -0.393 -5.031
C -4.885 -1.923 -2.370
C -3.867 -1.188 -3.218
O -2.954 -2.077 -3.865
H -4.380 -2.530 -1.618
H -5.554 -1.226 -1.867
H -5.488 -2.594 -2.984
H -3.254 -0.533 -2.601
H -4.376 -0.573 -3.971
H -3.460 -2.669 -4.428
C 3.502 3.194 4.941
C 4.540 3.998 4.179
O 5.452 3.138 3.494
H 3.986 2.528 5.653
H 2.812 3.844 5.481
H 2.921 2.578 4.248
H 5.132 4.604 4.861
H 4.056 4.668 3.459
H 4.941 2.603 2.884
C -4.933 -1.263 9.472
C -5.608 -0.887 8.167
O -5.568 -1.953 7.213
H -3.892 -1.540 9.292
H -4.955 -0.432 10.178
H -5.428 -2.115 9.934
H -5.103 -0.045 7.695
H -6.648 -0.599 8.347
H -6.022 -2.706 7.599
C -4.582 -5.844 12.903
C -5.535 -5.115 11.975
O -5.039 -3.832 11.586
H -4.393 -5.248 13.795
H -4.990 -6.808 13.207
H -3.622 -6.019 12.412
H -6.484 -4.928 12.472
H -5.733 -5.719 11.083
H -4.203 -3.968 11.135
C 3.415 -1.373 -9.250
C 4.009 -1.716 -7.900
O 3.008 -1.981 -6.905
H 2.763 -0.502 -9.169
H 4.192 -1.152 -9.976
H 2.811 -2.204 -9.624
H 4.597 -0.881 -7.519
H 4.670 -2.583 -7.984
H 2.486 -2.724 -7.214
C 4.197 2.324 -12.808
C 4.746 2.055 -11.420
O 5.115 0.687 -11.238
H 3.332 1.691 -13.003
H 3.900 3.367 -12.918
H 4.948 2.102 -13.570
H 3.991 2.262 -10.664
H 5.609 2.698 -11.220
H 5.793 0.478 -11.885
C -4.819 -3.238 2.720
C -5.355 -2.048 1.947
O -6.490 -1.462 2.568
H -5.592 -3.997 2.836
H -3.962 -3.688 2.213
H -4.509 -2.930 3.720
H -5.684 -2.353 0.956
H -4.569 -1.289 1.825
H -6.237 -1.172 3.449
C 5.962 5.666 1.234
C 4.958 6.435 0.393
O 5.371 7.770 0.123
H 6.139 6.177 2.179
H 5.610 4.658 1.445
H 6.921 5.594 0.716
H 4.006 6.521 0.916
H 4.777 5.910 -0.554
H 6.205 7.733 -0.350
```

Calculated values
* orbital gap: 9.1252 eV
* HOMO: -0.42398 Eh
* multiplicity: 1
* calculated total energy: -65140.05296 eV
* charge: +1

Mulliken atomic charge list, values in e, 99 entries: C -0.93; C 0.04; O -0.60; C -0.63; N -0.08; C 0.22; N -0.59; C 0.04; I 0.36; N 0.25; N -0.97; N 0.81; H 0.45; H 0.10; H 0.06; H 0.65; H 0.42; H 0.51; H 0.11; H 0.25; H 0.27; H 0.28; H 0.12; C -1.12; C 0.34; O -0.50; H 0.27; H 0.33; H 0.38; H 0.03; H 0.04; H 0.17; C -1.15; C -0.03; O -0.43; H 0.27; H 0.38; H 0.33; H 0.11; H 0.30; H 0.12; C -1.21; C 0.06; O -0.53; H 0.29; H 0.36; H 0.37; H 0.15; H 0.23; H 0.29; C -0.88; C -0.07; O -0.50; H 0.29; H 0.35; H 0.06; H 0.31; H 0.13; H 0.28; C -0.83; C -0.30; O -0.47; H 0.22; H 0.35; H 0.24; H 0.28; H 0.28; H 0.28; C -1.02; C -0.28; O -0.48; H 0.27; H 0.33; H 0.33; H 0.28; H 0.27; H 0.28; C -0.93; C -0.19; O -0.46; H 0.23; H 0.20; H 0.37; H 0.26; H 0.30; H 0.25; C -1.04; C -0.21; O -0.47; H 0.28; H 0.33; H 0.33; H 0.27; H 0.26; H 0.27; C -0.87; C 0.02; O -0.53; H 0.33



# 2
This record from OMol25 describes the molecule C4H7FN2. The level of theory is ωB97M-V/def2-TZVPD.

Structure (XYZ):
```
14
Properties=species:S:1:pos:R:3
C -0.382 -0.066 -0.216
C 0.942 0.224 0.375
C -1.445 0.834 0.393
C 2.090 0.198 -0.313
N -0.649 -1.452 -0.196
N -0.024 -2.437 -0.066
F 3.264 0.623 0.280
H -0.278 0.121 -1.238
H 0.954 0.458 1.413
H -1.708 0.508 1.318
H -2.330 0.881 -0.336
H -0.954 1.717 0.485
H 2.225 -0.068 -1.465
H -1.704 -1.540 -0.435
```

Calculated values
* orbital gap: 8.8372 eV
* HOMO: -0.29378 Eh
* multiplicity: 1
* calculated total energy: -9955.05732 eV
* ΔE to the lowest compared entry with this formula, charge and spin: 359.4 kJ/mol

How positive or negative is each atom? The natural (NBO) charges in e answer that: C -0.13; C -0.30; C -0.59; C 0.27; N -0.19; N -0.22; F -0.34; H 0.21; H 0.22; H 0.21; H 0.21; H 0.23; H 0.18; H 0.24



# 3
This record from OMol25 describes C31H32ClN5O5S3Tc as an isolated structure. The level of theory is ωB97M-V/def2-TZVPD.

Structure (XYZ):
```
78
Properties=species:S:1:pos:R:3
Tc 0.798 -0.754 0.641
N -1.001 0.122 4.942
C -0.429 -0.044 3.698
S 0.357 -1.655 3.767
N -0.685 0.850 2.827
N -0.276 0.756 1.510
C -0.715 1.715 0.739
C -1.567 2.819 1.239
C -2.883 2.925 0.799
C -3.699 3.944 1.266
C -3.200 4.876 2.164
C -1.884 4.782 2.598
C -1.073 3.755 2.143
C -0.344 1.589 -0.686
C -0.653 2.626 -1.536
C -0.569 2.685 -2.975
C -0.317 1.700 -3.851
C 0.038 0.295 -3.479
N 0.307 0.422 -0.942
H -0.427 -0.135 5.731
H -1.484 1.003 5.041
H -3.259 2.210 0.076
H -4.722 4.017 0.920
H -3.833 5.678 2.522
H -1.490 5.511 3.293
H -0.050 3.672 2.488
H -1.065 3.510 -1.070
H -0.789 3.663 -3.393
H -0.311 1.940 -4.908
H 0.645 -0.116 -4.291
C 5.186 0.142 -2.427
C 4.718 -0.074 -1.017
C 3.826 0.822 -0.428
C 3.323 0.586 0.836
C 3.751 -0.546 1.527
C 4.660 -1.433 0.982
C 5.133 -1.188 -0.298
S 2.982 -0.877 3.055
O 2.508 0.349 3.624
O 3.738 -1.797 3.843
N 1.542 -1.688 2.489
C 1.800 -3.105 2.062
C 2.290 -3.257 0.593
O 2.963 -4.246 0.357
O 1.882 -2.365 -0.223
H 5.202 1.201 -2.682
H 4.506 -0.358 -3.121
H 6.182 -0.271 -2.583
H 3.519 1.706 -0.968
H 2.645 1.298 1.312
H 4.955 -2.316 1.532
H 5.825 -1.887 -0.750
H 0.835 -3.611 2.111
H 2.491 -3.590 2.750
C -3.176 -1.081 1.810
S -2.251 -1.516 0.336
C -3.069 -3.064 -0.026
O -0.904 -2.018 0.856
H -3.107 -1.883 2.543
H -4.210 -0.910 1.509
H -2.751 -0.157 2.205
H -4.117 -2.872 -0.252
H -2.960 -3.718 0.837
H -2.577 -3.486 -0.898
Cl 0.419 -2.722 -4.028
C -1.096 -1.982 -3.595
C -2.216 -2.801 -3.547
C -3.445 -2.260 -3.209
C -3.537 -0.910 -2.903
C -2.411 -0.105 -2.971
C -1.166 -0.613 -3.338
C 0.950 0.240 -2.222
H -2.114 -3.850 -3.791
H -4.324 -2.893 -3.191
H -4.493 -0.475 -2.638
H -2.489 0.955 -2.766
H 1.722 1.000 -2.381
H 1.442 -0.733 -2.189
```

Calculated values
* orbital gap (alpha / beta): 6.0943 / 5.9291 eV
* HOMO (alpha / beta): -0.22823 / -0.22101 Eh
* multiplicity: 2
* calculated total energy: -97579.10836 eV
* ΔE to the lowest compared entry with this formula, charge and spin: 247.3 kJ/mol
* <S²>: 0.761

How positive or negative is each atom? The Mulliken charges in e answer that: Tc 0.71; N -0.59; C 0.52; S -0.28; N -1.72; N 2.57; C -0.21; C -0.79; C 0.17; C -0.77; C -0.48; C -0.85; C 0.08; C 0.25; C -0.76; C -0.88; C -1.16; C -0.02; N 1.36; H 0.23; H 0.25; H 0.44; H 0.42; H 0.39; H 0.41; H 0.47; H 0.49; H 0.39; H 0.38; H 0.85; C -1.65; C 0.83; C -0.38; C -0.63; C 0.29; C -0.72; C -0.61; S 1.44; O -0.65; O -0.74; N -0.53; C -0.53; C 0.14; O -0.76; O -0.42; H 0.39; H 0.26; H 0.48; H 0.35; H 0.63; H 0.48; H 0.42; H 0.46; H 0.54; C -1.17; S 1.21; C -1.42; O -0.75; H 0.38; H 0.49; H 0.10; H 0.41; H 0.50; H 0.36; Cl -0.22; C 0.96; C -0.82; C -0.46; C -0.94; C 0.20; C -0.43; C -1.65; H 0.45; H 0.46; H 0.42; H 0.34; H 0.15; H 0.47



Q: calculated total energy of number 1 (C25H71IN5O11)?
A: -65140.05296 eV



Q: What is the multiplicity in the third record?
A: 2